[1]
C2H9N2 | ωB97M-V/def2-TZVPD

XYZ file:
```
13
Properties=species:S:1:pos:R:3:forces:R:3
N -0.109705 0.218449 0.563718 0.82 1.33 -0.26
N -0.341146 -0.399914 -2.143325 0.67 0.05 -0.33
C -0.673339 1.216883 1.096566 0.12 0.65 0.83
C 0.860316 -0.596014 1.340098 -1.35 -0.63 -0.40
H 0.215461 -1.248285 -2.285078 -0.40 0.09 0.13
H 1.357990 -1.258370 0.644276 0.46 0.20 -0.03
H 0.061354 0.242063 -2.821193 -0.09 0.17 -0.01
H 0.261056 -1.251953 1.980963 0.29 0.25 0.18
H 1.496566 0.078240 1.895208 0.30 -0.20 0.06
H -0.482739 1.423394 2.151762 -0.29 -0.21 -0.08
H -0.105415 0.202069 -0.505500 -0.53 -1.11 0.11
H -1.260475 1.962787 0.563432 0.00 -0.49 -0.32
H -1.279924 -0.589348 -2.480927 -0.01 -0.12 0.11
```
Forces are in eV/Å.

Its total charge is +1. The energy above the lowest of the compared OMol25 structures with the same formula, charge and spin comes out at 17.0 kcal/mol. For the largest force on an atom, the calculation gives 1.59 eV/A. The calculation puts the lowest unoccupied orbital energy at -4.7 eV. For the HOMO-LUMO gap, the calculation gives 10.88 eV. The HOMO energy comes out at -0.5714 hartree.

Here are the Mulliken charges for atoms 1 to 4, given in e: N 0.090; N -0.920; C -0.131; C -0.830

=====

[2]
C6H8N2O | ωB97M-V/def2-TZVPD

XYZ file:
```
17
Properties=species:S:1:pos:R:3:forces:R:3
O -1.912644 1.715683 -0.005909 -0.10 -2.17 0.22
N -3.640830 -1.147636 -0.107239 0.14 0.14 2.01
N -0.308317 0.072637 -0.034716 -0.76 2.37 1.26
C -2.625982 -0.467435 0.051349 -3.34 -1.92 0.29
C 0.362871 -1.067954 -0.191585 -0.70 -2.93 0.75
C 1.979395 0.682306 0.057783 -0.48 1.39 2.44
C -1.626181 0.477618 0.029994 0.83 1.68 -0.56
C 1.869617 -0.845258 -0.045147 -1.06 -0.85 1.10
C 0.566576 1.205655 -0.232358 -0.36 -0.86 -1.47
H 0.316192 1.304314 -1.322309 1.20 1.41 0.61
H -4.286248 -1.505774 0.751768 1.99 1.03 -2.07
H 2.316508 -1.215027 -0.917757 0.97 -0.62 -1.25
H 2.628696 1.324055 -0.558701 0.40 -1.09 0.15
H -0.258375 -1.941128 0.141021 1.22 0.35 -0.50
H 2.202792 0.917992 1.167191 -0.19 -0.11 -1.73
H 0.148705 1.972766 0.390329 0.55 0.88 -0.17
H 2.267227 -1.482809 0.826287 -0.32 1.30 -1.07
```
Forces are in eV/Å.

As for the spin multiplicity: 3. The energy above the lowest of the compared OMol25 structures with the same formula, charge and spin comes out at 3.3 kcal/mol. For the largest force on an atom, the calculation gives 3.86 eV/A. The calculation puts the lowest unoccupied orbital energy (spin up / spin down) at 0.8 / -0.8 eV. For the HOMO-LUMO gap (spin up / spin down), the calculation gives 7.07 / 9.28 eV. As for the expectation value of S²: 2.0177. The HOMO energy (spin up / spin down) comes out at -0.2306 / -0.3719 hartree.

Here are the Mulliken charges for atoms 1 to 4, given in e: O -0.604; N -0.465; N 0.096; C 0.071

=====

[3]
C15H30N2O4 | ωB97M-V/def2-TZVPD

XYZ file:
```
51
Properties=species:S:1:pos:R:3:forces:R:3
O 3.324204 0.102195 0.372211 -0.21 0.12 0.03
O -1.760425 -0.835231 1.514267 -0.09 -0.34 0.33
O -1.806563 -1.174600 -2.777799 -0.04 -0.06 -0.14
O -3.883172 -1.960185 -2.468465 -0.27 0.08 0.26
N -1.855181 0.251875 -0.482123 -0.17 -0.01 -0.28
N 0.026064 0.385142 0.825047 0.34 0.10 -0.10
C 0.878151 -0.019328 1.917280 0.07 -0.33 0.21
C 4.673977 0.006815 0.765652 0.19 0.07 0.21
C -1.217810 -0.147674 0.672197 -0.01 0.46 -0.23
C -4.244588 0.583843 -1.073504 0.25 0.04 0.04
C -3.075397 -0.408071 -0.875624 -0.22 -0.07 0.10
C -5.121099 2.392414 -2.639332 0.24 -0.05 0.03
C 6.907513 1.233130 2.665955 0.01 -0.23 -0.03
C 2.577738 -1.098884 0.366328 -0.21 -0.24 0.11
C -4.564517 1.251236 0.259953 -0.04 -0.16 -0.22
C 1.691342 -1.281460 1.606182 0.14 0.41 -0.20
C -3.759357 -2.743073 -3.649562 0.21 -0.13 -0.31
C -2.829957 -1.212893 -2.141247 0.26 0.09 0.20
C 6.363090 -0.190598 2.659078 -0.17 0.12 0.03
C 4.890635 -0.275656 2.254814 0.06 -0.09 -0.29
C -3.903217 1.610035 -2.161018 -0.32 -0.17 0.05
H 4.525113 -1.279324 2.481879 -0.08 0.01 0.03
H 0.487473 0.802926 0.033619 -0.14 0.05 -0.02
H 3.242843 -1.964055 0.251200 -0.02 0.04 -0.05
H 1.937958 -1.048160 -0.522818 0.08 -0.10 0.08
H 1.009137 -2.112227 1.420318 -0.02 -0.07 0.03
H -5.542917 2.990376 -1.836280 -0.10 0.09 0.05
H 2.295667 -1.522171 2.480652 0.03 -0.07 0.04
H -3.707698 1.823932 0.605525 0.09 0.09 0.07
H 6.468623 -0.609775 3.662315 0.06 -0.08 -0.06
H -5.417896 1.916458 0.164202 -0.08 0.10 0.04
H -5.108265 -0.004358 -1.400248 0.04 0.02 -0.01
H 6.958639 -0.805902 1.980442 0.05 -0.10 0.05
H -4.795086 0.501116 1.011748 -0.05 -0.05 0.14
H 0.230971 -0.210168 2.775737 0.13 0.11 -0.04
H -3.154629 2.304087 -1.774706 0.12 -0.02 -0.01
H -5.890222 1.715154 -3.004797 -0.11 -0.04 -0.05
H 5.186044 -0.765159 0.169798 -0.02 0.08 0.02
H 4.306060 0.438274 2.838540 -0.08 0.00 0.05
H -4.657400 -3.352372 -3.705540 0.04 0.04 0.01
H 5.094456 0.981072 0.505610 0.10 -0.12 -0.01
H 7.932703 1.240527 3.028995 0.09 0.09 0.01
H -3.680404 -2.095998 -4.525580 -0.01 -0.07 0.06
H -3.465009 1.090862 -3.017366 0.09 0.04 -0.06
H 6.899886 1.663104 1.668035 0.03 0.13 -0.08
H -1.285023 0.570426 -1.252210 0.04 -0.07 0.09
H 1.555838 0.806986 2.141330 -0.09 -0.07 0.06
H 6.308904 1.865216 3.317981 -0.04 0.12 0.06
H -4.842302 3.062756 -3.449178 -0.06 0.09 -0.07
H -2.869016 -3.372206 -3.595145 -0.10 0.03 -0.03
H -3.335882 -1.100429 -0.064346 0.03 0.08 -0.20
```
Forces are in eV/Å.

The SMILES is CCCCOCCCNC(=O)N[C@H](C(=O)OC)[C@@H](C)CC. The energy above the lowest of the compared OMol25 structures with the same formula, charge and spin comes out at 8.3 kcal/mol. For the largest force on an atom, the calculation gives 0.51 eV/A. The calculation puts the lowest unoccupied orbital energy at 0.8 eV. For the HOMO-LUMO gap, the calculation gives 10.00 eV. The HOMO energy comes out at -0.3382 hartree.

Here are the Mulliken charges for atoms 1 to 4, given in e: O -0.395; O -0.701; O -0.599; O -0.289

=====

[4]
C4H8N | ωB97M-V/def2-TZVPD

XYZ file:
```
13
Properties=species:S:1:pos:R:3:forces:R:3
N 1.531851 -0.694968 -0.138294 -6.74 3.52 0.61
C -1.421313 -0.172933 -0.142525 -0.12 0.35 0.58
C -0.237082 -0.318085 -0.193171 5.11 -0.86 -0.35
C -2.834624 0.127194 0.054304 1.36 -1.68 -3.96
C 2.288253 0.531336 0.130026 -1.10 0.74 2.93
H -3.123783 0.912937 -0.581289 -0.22 1.49 -0.49
H 1.302225 -1.349274 0.525969 0.62 -2.40 2.35
H 1.935680 1.096594 -0.678320 0.75 1.56 -1.07
H -3.082772 0.252273 1.006209 -0.86 0.79 4.09
H -3.409305 -0.684824 -0.343538 -0.33 -0.82 -0.05
H 3.300287 0.265575 0.260647 1.38 -0.14 -0.76
H 2.060229 1.086879 1.124102 -0.37 -1.37 -1.70
H 1.690358 -1.052700 -1.024126 0.52 -1.19 -2.18
```
Forces are in eV/Å.

The SMILES is CC#C[NH2+]C. Its total charge is +1. The energy above the lowest of the compared OMol25 structures with the same formula, charge and spin comes out at 89.1 kcal/mol. For the largest force on an atom, the calculation gives 7.63 eV/A. The calculation puts the lowest unoccupied orbital energy at -5.1 eV. For the HOMO-LUMO gap, the calculation gives 10.10 eV. The HOMO energy comes out at -0.5589 hartree.

Here are the Mulliken charges for atoms 1 to 4, given in e: N -0.124; C 0.219; C 0.230; C -1.369

=====

[5]
C4H6O2 | ωB97M-V/def2-TZVPD

XYZ file:
```
12
Properties=species:S:1:pos:R:3:forces:R:3
O -1.233442 0.935066 -0.733217 -0.06 0.41 0.24
O 1.216008 0.444490 1.526284 -0.22 0.15 0.05
C 0.173354 1.004741 -0.693422 -0.06 0.44 -0.17
C -1.019844 -1.789378 0.073066 1.28 -0.15 0.43
C 0.903803 -0.008449 0.220976 -0.01 -0.51 0.08
C 0.011328 -1.167303 0.231053 -1.13 -0.76 -0.24
H 0.559530 0.907474 -1.716634 0.11 -0.03 0.18
H 0.434041 0.375771 2.088095 0.03 0.06 -0.13
H 1.876771 -0.256950 -0.212171 -0.19 0.06 -0.11
H 0.426953 1.982293 -0.289109 0.15 0.17 -0.16
H -1.828491 -2.472943 -0.024441 -0.06 -0.04 0.02
H -1.520012 0.045188 -0.470479 0.15 0.19 -0.19
```
Forces are in eV/Å.

The SMILES is C#C[C@H](O)CO. The energy above the lowest of the compared OMol25 structures with the same formula, charge and spin comes out at 69.4 kcal/mol. For the largest force on an atom, the calculation gives 1.38 eV/A. The calculation puts the lowest unoccupied orbital energy at 0.8 eV. For the HOMO-LUMO gap, the calculation gives 11.06 eV. The HOMO energy comes out at -0.3764 hartree.

Here are the Mulliken charges for atoms 1 to 4, given in e: O -0.498; O -0.546; C -0.422; C -0.046

=====

[6]
C38H40N7O5W | ωB97M-V/def2-TZVPD

XYZ file:
```
91
Properties=species:S:1:pos:R:3:forces:R:3
W -1.437905 -1.046889 0.184841 0.64 0.52 0.53
O 0.593337 -0.767688 -0.466138 -0.37 0.02 -0.03
O -0.825696 -3.150256 3.760520 0.05 -0.01 0.00
O -4.281857 0.445807 2.800159 -0.05 0.00 0.08
O -2.843772 0.088974 1.149338 0.09 -0.26 -0.04
O 1.388338 -2.526778 -1.596278 -0.12 0.14 -0.13
N -1.563933 0.932338 -0.932399 0.04 -0.05 -0.13
N -0.524487 -3.086080 0.237497 0.03 0.01 -0.20
N -0.359380 0.506634 1.630676 -0.30 -0.21 -0.12
N 2.193667 1.338516 -0.218759 -0.02 0.05 -0.03
N -1.407022 -1.542010 -1.997385 -0.01 -0.14 -0.20
N -3.446348 -1.847876 -0.326386 -0.17 -0.04 0.01
N -1.779559 -1.942952 2.062109 -0.06 -0.14 -0.08
C 3.801325 1.574135 -1.994554 -0.02 -0.05 0.01
C -2.808313 -1.451137 2.941657 -0.02 0.00 0.18
C -1.031145 -0.559610 -2.831532 -0.02 -0.21 -0.06
C -3.853025 0.166290 -1.778665 -0.03 -0.03 -0.07
C -1.450387 -3.067536 -3.836287 0.01 0.12 0.15
C 4.524478 0.463577 1.223581 0.00 -0.07 0.01
C -0.290051 2.532119 3.513067 -0.02 0.07 -0.02
C -3.912079 -2.957359 0.266584 -0.10 0.06 -0.04
C 4.060082 -0.129656 -3.681998 0.00 0.05 0.05
C 2.868579 2.261664 0.638713 -0.05 0.04 0.00
C -2.998997 1.278462 -1.170963 0.02 0.07 0.06
C -0.801229 -0.794083 -4.178284 -0.05 -0.05 0.14
C 4.409933 1.106530 -3.139135 -0.02 -0.05 0.00
C 1.425124 -1.330102 -1.301807 0.30 -0.04 0.15
C -0.916724 2.040975 -0.166898 -0.07 0.05 -0.10
C 4.120841 4.088351 2.276884 -0.05 0.01 -0.02
C 2.452766 -0.424566 -1.890317 -0.08 -0.21 -0.09
C 0.106771 1.251357 3.850516 -0.02 -0.09 -0.16
C -5.672857 -1.321335 -0.963446 0.14 -0.08 0.00
C -0.871129 -2.791641 2.596313 -0.09 -0.02 0.11
C 5.903751 2.450890 2.907231 0.05 0.00 0.04
C -0.866129 0.805341 -2.241373 0.02 0.04 0.04
C -6.146315 -2.463047 -0.338007 -0.01 0.02 -0.01
C 3.096988 -0.880120 -3.045619 0.04 -0.03 -0.03
C -3.397715 -0.212144 2.318338 -0.01 0.16 -0.10
C 2.973226 4.461605 1.594946 0.04 -0.05 -0.01
C 4.008462 1.869077 1.341614 0.00 0.00 0.07
C -0.685569 1.764346 1.290625 0.03 0.01 0.04
C 2.353810 3.544688 0.764446 0.06 0.00 -0.04
C 2.807960 0.823057 -1.347301 -0.03 0.13 0.02
C -4.314967 -1.027909 -0.965557 -0.03 -0.15 0.05
C -0.999647 -2.065874 -4.684191 -0.01 0.00 -0.01
C -1.634444 -2.765896 -2.503367 0.09 0.19 -0.15
C -0.685511 2.796070 2.210789 0.11 -0.12 0.00
C 0.120002 -3.258642 1.550396 0.07 -0.03 -0.09
C 4.650879 2.808306 2.156946 0.01 0.00 0.03
C 0.036851 0.263268 2.882667 0.07 0.12 0.06
C -5.246361 -3.316596 0.273920 0.17 0.14 -0.06
H 0.187375 -3.105461 -0.525251 -0.07 -0.04 0.19
H 4.622878 4.804307 2.914181 0.01 0.03 0.02
H 1.012403 -2.625860 1.571950 -0.05 -0.05 0.03
H 5.036500 0.152348 2.131285 0.00 -0.01 0.01
H 0.199569 0.989779 -2.099191 -0.07 -0.01 0.00
H -1.478292 2.968479 -0.302519 -0.03 -0.06 0.05
H -7.205190 -2.677791 -0.327543 -0.05 -0.01 -0.01
H 0.435794 1.001074 4.846567 0.02 -0.01 0.06
H -3.614680 -2.175414 3.108688 0.05 0.02 -0.01
H 2.820590 -1.856610 -3.419561 -0.02 -0.01 0.00
H -5.556106 -4.220407 0.774312 -0.04 -0.04 0.02
H 4.083219 2.531095 -1.577879 0.02 0.03 0.01
H -3.416964 1.599986 -0.221147 -0.02 -0.03 -0.11
H -0.480439 0.023163 -4.808597 0.01 0.00 -0.05
H -0.980956 3.789202 1.905348 -0.01 0.04 0.00
H -3.014773 2.128012 -1.864862 -0.03 -0.04 0.02
H -1.981974 -3.521071 -1.814648 0.00 0.02 0.01
H 5.724426 1.666447 3.644867 -0.02 0.00 0.01
H -2.412214 -1.211014 3.935013 -0.04 0.00 -0.09
H -4.761140 0.658688 -2.130797 0.01 0.02 0.06
H 0.290946 -0.756763 3.130515 -0.02 -0.04 -0.01
H -3.384609 -0.216896 -2.689843 -0.05 0.03 0.04
H 3.712686 -0.239230 1.033215 0.02 0.00 0.01
H 0.080750 2.195660 -0.587100 -0.11 0.05 0.03
H -0.822740 -2.270855 -5.729894 0.01 -0.01 -0.05
H 0.419160 -4.289189 1.745256 -0.01 0.05 -0.01
H 4.543706 -0.496840 -4.574779 0.02 -0.01 -0.03
H 6.683044 2.086596 2.236806 0.01 -0.01 -0.03
H 5.170612 1.710499 -3.615142 0.02 0.02 -0.02
H -1.162766 -3.864463 0.086800 0.01 0.08 0.03
H 5.230965 0.361639 0.396777 0.03 0.02 -0.02
H -1.644389 -4.069329 -4.187633 0.01 -0.02 -0.03
H 1.482167 3.815999 0.182937 -0.02 0.05 0.00
H -0.291456 3.319729 4.253034 0.01 0.03 0.02
H -3.180747 -3.550764 0.800446 -0.02 0.04 -0.02
H -1.243422 1.561190 -2.939732 0.04 -0.04 0.03
H 1.530905 0.712389 0.218420 0.18 -0.06 0.01
H -6.353592 -0.644881 -1.458065 -0.05 0.01 0.00
H 2.580070 5.463396 1.695136 -0.01 0.05 0.00
H 6.294080 3.318551 3.434893 0.01 0.01 0.01
```
Forces are in eV/Å.

Its total charge is +1. The energy above the lowest of the compared OMol25 structures with the same formula, charge and spin comes out at 1.0 kcal/mol. For the largest force on an atom, the calculation gives 0.98 eV/A. The calculation puts the lowest unoccupied orbital energy at -2.9 eV. For the HOMO-LUMO gap, the calculation gives 6.78 eV. The HOMO energy comes out at -0.3560 hartree.

Here are the Mulliken charges for atoms 1 to 4, given in e: W 2.780; O -0.857; O -0.708; O -0.705

=====

- The lowest largest force on an atom belongs to which entry?
  C15H30N2O4

=====

- What is the largest force on an atom in the fourth record?
  7.63 eV/A

=====

- Among the records above, which one has the highest largest force on an atom?
  C4H8N